This record from the OMol25 dataset describes a cluster of 11 separate species, C5H29O12 in total at a distorted geometry. The level of theory is ωB97M-V/def2-TZVPD.

The geometry in XYZ format:
```
46
Properties=species:S:1:pos:R:3:nbo_charge:R:1
O -1.15496 -0.50019 0.06357 -0.87
C -0.95453 -1.39158 -0.80132 0.81
O -1.83005 -2.07954 -1.38702 -0.80
C 0.53489 -1.70764 -1.17832 -0.53
C 1.13935 -0.34679 -1.64207 -0.20
C 0.39912 0.31578 -2.86842 -0.62
C 2.43529 -0.75250 -2.47421 -0.64
H 0.40256 -2.47339 -1.95399 0.23
H 1.08975 -1.84738 -0.26234 0.22
H 1.23046 0.37164 -0.84187 0.18
H 0.10874 -0.46267 -3.55879 0.21
H 0.87558 1.07834 -3.47640 0.22
H -0.56029 0.70727 -2.57246 0.20
H 2.12330 -1.60203 -3.07230 0.20
H 3.33701 -1.13284 -1.98812 0.19
H 2.82410 0.10726 -3.03706 0.25
H 2.24759 1.37014 0.87831 0.47
H 3.44121 0.85639 0.40376 0.48
O 3.12606 1.73224 0.68211 -0.95
H 0.87058 -1.14661 2.15130 0.48
H 0.28818 -0.20703 1.25202 0.50
O 0.93257 -0.19026 1.99561 -1.00
H 1.34710 3.00892 2.89057 0.46
H 0.12004 2.19229 3.14506 0.49
O 0.57873 2.98599 3.46756 -0.96
H -3.30698 -0.64500 0.35574 0.50
H -2.89875 -0.92664 1.71507 0.45
O -3.63711 -0.50852 1.25876 -0.96
H 2.18830 3.18045 -0.44903 0.49
H 0.96898 2.42671 -0.13618 0.47
O 1.24844 3.16392 -0.68990 -0.93
H 2.36439 2.21782 -1.85955 0.48
H 2.60186 2.81430 -3.19854 0.46
O 2.98141 2.13011 -2.61984 -0.96
H -1.61036 0.74445 1.56500 0.51
H -2.25578 1.84290 2.28768 0.48
O -1.45453 1.31084 2.34382 -0.99
H -0.48006 -0.03350 3.75778 0.49
H -1.70923 -0.88370 3.85543 0.45
O -1.00580 -0.52763 4.41114 -0.95
H -2.61458 -1.54783 -2.96301 0.49
H -2.38016 -0.24462 -2.53918 0.46
O -2.85341 -0.65044 -3.26992 -0.97
H -1.15096 -4.12847 0.23574 0.49
H -1.30941 -3.75878 1.69404 0.47
O -0.71419 -4.23166 1.09257 -0.95
```

Properties
Kohn-Sham gap (eV): 9.2
E_HOMO (eV): -6.55
Lowest unoccupied orbital energy (eV): 2.6
Multiplicity: 1
Total charge: -1



This record from the OMol25 dataset describes the molecule C5H2Cl2N4 at a distorted geometry. The level of theory is ωB97M-V/def2-TZVPD.

The geometry in XYZ format:
```
13
Properties=species:S:1:pos:R:3:nbo_charge:R:1
Cl 2.90564 -1.72345 0.04791 0.09
C 1.55163 -0.77662 -0.14128 0.16
C 1.74067 0.61078 -0.18800 -0.30
C 0.55938 1.30912 -0.01520 -0.08
C -0.60206 0.75238 0.29569 0.18
N -1.78390 1.32456 0.00070 -0.21
N -2.69573 0.29168 -0.10771 -0.23
C -1.94259 -0.83179 0.05835 0.25
Cl -2.67058 -2.33782 -0.06286 0.10
N -0.68985 -0.58869 0.38960 -0.20
N 0.42623 -1.50688 0.11856 -0.24
H 2.58005 1.07022 -0.41895 0.23
H 0.62111 2.40653 0.02319 0.25
```

Properties
Structure (SMILES): Clc1ccc2nnc(Cl)n2n1
Kohn-Sham gap (eV): 8.1
E_HOMO (eV): -9.14
Lowest unoccupied orbital energy (eV): -1.0
Multiplicity: 1
Total charge: 0



This record from the OMol25 dataset describes the molecule C5H2ClN at a distorted geometry. The level of theory is ωB97M-V/def2-TZVPD.

The geometry in XYZ format:
```
9
Properties=species:S:1:pos:R:3:nbo_charge:R:1
C -2.68602 1.38967 -0.06409 0.03
C -1.57286 0.96155 0.34629 -0.48
C -0.27153 0.88891 0.78594 -0.07
C 0.78519 0.07634 0.42703 -0.15
C 0.69005 -1.54471 -1.38160 0.25
N 0.77693 -0.93005 -0.36564 -0.23
Cl 0.35363 -2.93391 -2.12060 0.21
H 0.21884 1.77122 1.38771 0.22
H 1.70578 0.32098 0.98494 0.22
```

Properties
Kohn-Sham gap (spin up / spin down) (eV): 7.0 / 6.8
E_HOMO (spin up / spin down) (eV): -8.64 / -8.57
Lowest unoccupied orbital energy (spin up / spin down) (eV): -1.7 / -1.8
Multiplicity: 1
Total charge: 0



This record from the OMol25 dataset describes a cluster of 2 separate species, C5H2ClNO3S2 in total at a distorted geometry. The level of theory is ωB97M-V/def2-TZVPD.

The geometry in XYZ format:
```
14
Properties=species:S:1:pos:R:3:nbo_charge:R:1
C 2.58299 -0.07201 0.09677 -0.32
C 2.20064 1.10992 -0.44710 -0.49
C 1.76232 -1.12278 -0.38910 -0.24
C 0.73450 -0.87996 -1.26823 -0.49
C -1.69663 -1.04065 0.66908 0.83
N -2.04117 0.03197 0.32630 -0.82
O -3.64475 1.76175 1.44989 -1.03
O -1.36168 -2.09407 1.07324 -0.63
O -4.31421 0.86066 -0.71524 -1.03
S 0.85815 0.86153 -1.52068 0.29
S -3.21106 1.45437 0.06837 1.67
Cl 2.13373 -2.75782 0.15275 -0.13
H 3.39550 -0.20674 0.79955 0.19
H 2.60167 2.09383 -0.29559 0.19
```

Properties
Kohn-Sham gap (eV): 6.6
E_HOMO (eV): -1.02
Lowest unoccupied orbital energy (eV): 5.6
Multiplicity: 1
Total charge: -2



Values of calculated total energy, in order: -1110.86548 -1331.03985 -706.40590 -1728.74527, all in hartree.
Values of relative energy (zero: lowest compared OMol25 entry of this formula, charge and spin), in order: 0.0 11.4 110.7 0.0, all in kcal per mole.